1.
The following is a DFT calculation (wB97M-V/def2-TZVPD) of C4H7N3 as an isolated structure.

Cartesian coordinates (Å):
C: 2.4386 -0.0304 0.1957
N: 1.1708 0.2786 -0.4593
C: 0.0106 0.1477 0.1066
N: -1.5409 1.0741 -1.4966
N: -2.2538 0.3210 -0.8497
C: -1.8511 -0.6433 0.1381
C: -0.8153 -0.2762 1.0462
H: 2.3154 -0.9245 0.8103
H: 3.2228 -0.1995 -0.5463
H: 2.7348 0.8053 0.8405
H: 1.1877 0.8459 -1.3012
H: -3.2860 0.3979 -0.8912
H: -2.5530 -1.4651 0.2720
H: -0.7807 -0.3317 2.1351

Energy above the lowest of the compared OMol25 structures with the same formula, charge and spin, kcal per mole: 141.08
Frontier orbital gap, eV: 7.71
Highest occupied orbital energy, eV: -6.86
Lowest unoccupied orbital energy, eV: 0.85
E, eV: -8725.562

=====

2.
The following is a DFT calculation (wB97M-V/def2-TZVPD) of C18H21CrNO5Si as an isolated structure.

Cartesian coordinates (Å):
Cr: -0.0174 -0.4011 0.2214
O: 0.0400 5.6762 0.2071
C: -0.0116 4.3160 0.1740
C: -1.2253 3.6293 0.1488
C: -1.1727 2.2500 0.1243
N: -0.0156 1.6245 0.1408
C: 1.1441 2.2518 0.1022
C: 1.2018 3.6296 0.1252
C: 2.2679 1.2412 -0.0708
O: 3.4307 1.5769 -0.1017
O: 1.7911 0.0355 -0.2330
C: -2.3047 1.2472 -0.0301
O: -3.4659 1.5946 -0.0344
O: -1.8403 0.0395 -0.1953
H: -0.8566 6.0240 0.2360
H: -2.1819 4.1370 0.1304
H: 2.1468 4.1520 0.0918
C: 1.6943 -6.0528 -0.6552
Si: -0.0202 -5.4361 -0.1955
C: -0.5120 -6.1969 1.4506
C: -1.2381 -6.0104 -1.5073
C: -0.0232 -3.6283 -0.0780
C: -0.0243 -2.4112 0.0504
H: 1.7189 -7.1437 -0.7233
H: 2.4255 -5.7384 0.0917
H: 2.0056 -5.6411 -1.6169
H: -0.5159 -7.2890 1.4016
H: -1.5088 -5.8616 1.7427
H: 0.1829 -5.8892 2.2342
H: -1.2547 -7.1009 -1.5839
H: -0.9714 -5.6016 -2.4837
H: -2.2466 -5.6677 -1.2686
C: 0.7901 -0.9022 5.4933
C: 0.0330 0.2507 4.8205
C: 0.7268 1.5785 5.1527
C: -1.4094 0.2860 5.3436
C: 0.0137 0.0471 3.3639
C: -0.0006 -0.1541 2.1658
H: 0.8077 -0.7641 6.5787
H: 1.8170 -0.9478 5.1293
H: 0.3107 -1.8547 5.2666
H: 0.7483 1.7374 6.2349
H: 0.1983 2.4115 4.6870
H: 1.7516 1.5775 4.7792
H: -1.4149 0.4340 6.4275
H: -1.9212 -0.6489 5.1139
H: -1.9664 1.0989 4.8760

Expectation value of S²: 0.78
Energy above the lowest of the compared OMol25 structures with the same formula, charge and spin, kcal per mole: 0.00
Frontier orbital gap (alpha / beta), eV: 7.45 / 6.97
Net charge: -1
Highest occupied orbital energy (alpha / beta), eV: -5.12 / -4.65
Lowest unoccupied orbital energy (alpha / beta), eV: 2.33 / 2.33
2S+1: 2
E, eV: -67034.840

=====

3.
The following is a DFT calculation (wB97M-V/def2-TZVPD) of a single C9H16BN5O3 molecule.

Cartesian coordinates (Å):
C: -3.5965 -0.2247 0.6805
C: -3.5040 -1.7863 0.2575
O: -4.4155 -2.1925 -0.4997
O: -2.4232 -2.6242 0.6886
C: -1.2032 -1.8356 0.8355
C: 0.1377 -2.7086 0.8028
C: 1.1520 -2.4054 2.0093
C: 1.6325 -0.8514 2.0579
C: 2.6069 -0.4999 0.8342
C: 2.0291 0.6757 -0.1220
N: 3.0043 1.4738 -0.7007
N: 2.5403 2.3960 -1.5093
C: 1.1573 2.4058 -1.6389
B: 0.5714 3.5320 -2.7024
N: -0.8455 4.0155 -2.6765
O: 1.4429 4.1145 -3.6988
N: 0.1825 1.6322 -1.0264
N: 0.6481 0.7095 -0.2174
H: -4.6345 0.2038 0.4981
H: -3.2528 -0.1538 1.7650
H: -2.8852 0.3345 -0.0291
H: -1.1607 -1.1357 -0.0782
H: -1.2021 -1.2343 1.8201
H: 0.7248 -2.4877 -0.1656
H: -0.1043 -3.8315 0.8224
H: 0.7854 -2.7644 3.0259
H: 2.1193 -2.9951 1.7818
H: 0.7714 -0.1256 2.2126
H: 2.2796 -0.7849 3.0123
H: 3.6223 -0.1633 1.2613
H: 2.8113 -1.4304 0.2088
H: -1.3487 3.3693 -3.3205
H: -1.2117 3.8525 -1.7230
H: 1.5689 3.5202 -4.4661

Frontier orbital gap, eV: 8.92
Highest occupied orbital energy, eV: -10.11
Lowest unoccupied orbital energy, eV: -1.19
E, eV: -23858.987

=====

4.
The following is a DFT calculation (wB97M-V/def2-TZVPD) of C20H12MnN3O4 as an isolated structure.

Cartesian coordinates (Å):
Mn: 0.0241 0.0902 -0.1700
C: -2.3948 -2.5486 -2.4146
C: -1.5571 -1.4888 -2.0709
N: -1.1236 -1.2973 -0.8323
C: -1.5106 -2.1670 0.1396
C: -2.3597 -3.2693 -0.1243
C: -2.8000 -3.4405 -1.4517
C: -2.7150 -4.1244 0.9388
C: -2.2302 -3.8671 2.1980
C: -1.3909 -2.7817 2.4701
C: -1.0065 -1.9023 1.4566
N: -0.2066 -0.7941 1.4986
C: 0.4531 -0.2214 2.5504
C: 0.5107 -0.5915 3.8950
C: 1.2601 0.1525 4.8122
C: 1.9697 1.2706 4.4476
C: 1.9481 1.6918 3.1022
C: 2.6381 2.8220 2.6209
C: 2.5506 3.1460 1.2890
C: 1.7844 2.3583 0.4315
N: 1.1220 1.2881 0.8499
C: 1.1928 0.9461 2.1648
H: -2.7194 -2.6591 -3.4406
H: -1.2288 -0.7774 -2.8167
H: -3.4508 -4.2717 -1.6946
H: -3.3637 -4.9720 0.7539
H: -2.5058 -4.5269 3.0125
H: -1.0518 -2.6457 3.4821
H: -0.0185 -1.4555 4.2572
H: 1.2793 -0.1677 5.8475
H: 2.5425 1.8297 5.1774
H: 3.2273 3.4191 3.3063
H: 3.0713 4.0089 0.8957
H: 1.7048 2.5994 -0.6200
O: -0.6116 2.3855 -2.8450
C: -0.3769 1.5931 -1.9455
O: -1.0786 1.4981 -0.8688
C: 0.9608 0.6396 -2.2657
O: 1.4724 0.9002 -3.3439
O: 1.3987 -0.2675 -1.4621

Expectation value of S²: 0.76
Energy above the lowest of the compared OMol25 structures with the same formula, charge and spin, kcal per mole: 4.58
Frontier orbital gap (alpha / beta), eV: 6.10 / 6.22
Net charge: -1
Highest occupied orbital energy (alpha / beta), eV: -3.59 / -3.62
Lowest unoccupied orbital energy (alpha / beta), eV: 2.50 / 2.59
2S+1: 2
E, eV: -64917.796

=====

5.
The following is a DFT calculation (wB97M-V/def2-TZVPD) of C4H6ClNS2 as an isolated structure.

Cartesian coordinates (Å):
C: -0.9925 0.1940 1.2311
C: -1.1819 0.7159 -0.1624
C: -0.1056 -0.3970 0.0842
C: 1.1997 0.0359 -0.0056
H: -2.9374 -0.6413 1.2415
H: -1.7976 -0.4290 3.1552
H: -0.4584 0.8707 1.8908
H: -0.8760 1.5778 -0.5989
H: -0.4625 -1.3069 -0.4479
H: 1.7516 -2.2753 -0.4454
N: -1.7521 -0.8177 1.8045
S: 2.5338 -1.2437 -0.3032
S: 1.5971 1.6772 0.0336
Cl: -2.5041 -0.1354 -1.1763

Energy above the lowest of the compared OMol25 structures with the same formula, charge and spin, kcal per mole: 112.50
Frontier orbital gap, eV: 8.39
Highest occupied orbital energy, eV: -8.82
Lowest unoccupied orbital energy, eV: -0.43
E, eV: -39923.342

=====

6.
The following is a DFT calculation (wB97M-V/def2-TZVPD) of C3H4AgO4 as an isolated structure.

Cartesian coordinates (Å):
O: 1.3957 0.3730 -0.7823
C: 0.7710 0.3196 -2.0097
C: 0.7308 -0.2459 0.3269
O: 1.4779 -0.0906 -2.9414
O: -0.4468 0.6348 -2.0141
C: -0.6309 0.3373 0.5582
H: 1.3912 -0.0844 1.1907
H: 0.6597 -1.3241 0.1282
H: -0.5773 1.3908 0.8711
O: -1.3795 -0.3749 1.8333
H: -0.8740 -0.4498 2.6444
Ag: -2.5179 -0.4856 0.1947

Expectation value of S²: 0.76
Energy above the lowest of the compared OMol25 structures with the same formula, charge and spin, kcal per mole: 67.79
Frontier orbital gap (alpha / beta), eV: 7.28 / 5.83
Highest occupied orbital energy (alpha / beta), eV: -8.99 / -8.37
Lowest unoccupied orbital energy (alpha / beta), eV: -1.70 / -2.54
2S+1: 2
E, eV: -15359.284